# 1
111
Properties=species:S:1:pos:R:3:forces:R:3 method="wB97M-V/def2-TZVPD" charge=+3 e_above_lowest_ev=0.732 lumo_energy_ha=-0.286 homo_ev=-15.20
Ba -0.66505 0.09665 1.47013 1.5 -0.4 0.2
C -3.26880 0.93773 4.73887 0.0 0.0 -0.1
P -3.06121 -0.10950 3.25253 -1.2 -0.2 1.0
C -4.75311 -0.07572 2.55387 0.2 0.0 -0.1
C -3.01917 -1.78545 4.02935 0.1 0.0 -0.1
C -2.94539 -2.93063 3.01601 0.1 0.1 0.0
P -1.41018 -2.90428 1.98361 -0.4 -1.0 0.2
C -1.76491 -4.30546 0.85920 0.1 0.1 0.1
C -0.20798 -3.70743 3.10976 0.0 0.1 -0.1
H -4.11376 0.58088 5.32849 0.0 0.0 0.0
H -3.46402 1.96877 4.44254 0.0 0.0 0.0
H -2.37021 0.90902 5.35544 0.0 0.0 0.0
H -5.48134 -0.26870 3.34221 0.0 0.0 0.0
H -4.85932 -0.82877 1.77247 0.0 0.0 0.0
H -4.94849 0.89961 2.11036 0.0 0.0 0.0
H -3.91053 -1.88799 4.65292 0.0 0.0 0.0
H -2.15258 -1.81993 4.69763 0.0 0.0 0.1
H -3.80524 -2.89847 2.34262 0.0 -0.1 0.0
H -2.97209 -3.88778 3.54202 -0.1 0.0 -0.1
H -2.14857 -5.14601 1.43830 0.0 0.0 0.0
H -0.83940 -4.60657 0.36703 -0.1 0.0 0.1
H -2.49635 -4.02797 0.10030 0.0 0.0 0.0
H -0.54942 -4.71348 3.35553 0.0 0.0 0.1
H -0.08991 -3.13533 4.03108 0.0 0.0 0.0
H 0.75547 -3.76807 2.60079 0.0 0.0 0.0
C 2.03729 -0.60586 3.63831 -0.1 0.4 0.0
C 2.62827 0.75981 3.25762 -0.1 -0.1 -0.1
C 3.32289 0.72091 1.89695 0.0 0.2 0.2
C 1.61218 1.91829 3.35113 0.2 0.1 0.2
C 2.30195 3.24369 3.72436 -0.1 -0.2 0.0
O 1.90484 4.13925 2.68077 0.0 0.2 -0.1
C 1.11515 3.48521 1.83011 0.1 -0.2 0.2
N 0.89093 2.24188 2.09672 -0.1 0.2 -0.2
C 0.58891 4.34606 0.74596 0.1 0.2 -0.1
C 0.96665 5.69642 0.80655 0.0 -0.2 0.1
C 0.49164 6.62322 -0.09958 0.0 0.0 -0.1
C -0.39695 6.22583 -1.08603 0.0 0.1 0.0
C -0.77093 4.89747 -1.16691 0.0 -0.1 0.1
C -0.27442 3.93900 -0.28198 0.1 -0.1 0.1
P -0.88982 2.22855 -0.50424 -0.1 1.5 -1.2
C -0.62386 1.90374 -2.28878 0.2 0.0 0.1
C -1.26705 0.78821 -2.84356 0.0 -0.2 0.0
C -1.11978 0.49004 -4.20025 -0.2 -0.2 -0.1
C -0.32515 1.29563 -5.01352 0.1 0.2 0.0
C 0.35218 2.36256 -4.45709 0.0 -0.1 -0.1
C 0.22001 2.65486 -3.09971 -0.1 -0.1 0.2
C -2.67350 2.61492 -0.35014 0.0 -0.2 0.0
C -3.09393 2.89183 0.95384 0.1 -0.1 0.0
C -4.38027 3.34593 1.19672 0.0 0.0 0.0
C -5.26232 3.51535 0.13771 0.0 0.0 0.0
C -4.85258 3.23203 -1.15745 -0.1 0.0 -0.1
C -3.56383 2.78073 -1.40707 0.0 -0.1 0.1
H 2.82304 -1.24492 4.04042 -0.1 -0.1 -0.1
H 1.60774 -1.12240 2.77230 0.0 -0.1 0.0
H 1.28481 -0.49377 4.42451 0.0 -0.1 0.0
H 3.38695 0.98823 4.01072 -0.1 0.0 0.1
H 2.64382 0.38827 1.10944 0.0 0.0 0.0
H 4.16548 0.03067 1.92563 0.0 0.0 -0.1
H 3.70422 1.70706 1.62368 0.0 0.0 0.0
H 0.86035 1.66560 4.10906 0.1 0.0 0.0
H 3.38957 3.17954 3.72304 0.0 0.0 0.0
H 1.96880 3.65256 4.67623 0.0 0.0 0.0
H 1.64111 6.01626 1.58433 0.0 0.0 0.0
H 0.81166 7.65375 -0.03101 0.0 0.0 0.0
H -0.80390 6.94611 -1.78303 0.0 0.0 0.0
H -1.47221 4.59766 -1.93452 0.0 0.0 0.0
H -1.94761 0.19595 -2.23622 -0.1 0.0 -0.1
H -1.70418 -0.31001 -4.64089 0.0 0.0 0.0
H -0.24785 1.09699 -6.07361 0.0 0.0 0.0
H 0.97801 2.99002 -5.07783 0.0 0.0 0.0
H 0.76589 3.49137 -2.68697 0.0 0.0 0.0
H -2.38548 2.81495 1.77896 0.0 0.1 0.0
H -4.68753 3.59363 2.20496 0.0 0.0 0.0
H -6.26147 3.88705 0.31998 0.0 0.0 0.0
H -5.53772 3.37930 -1.98189 0.0 0.0 0.0
H -3.25314 2.58522 -2.42584 0.0 0.0 0.0
C 5.80849 -3.35482 2.11312 0.1 -0.1 -0.1
N 4.45465 -2.97941 1.73268 0.1 0.0 0.0
C 3.97090 -2.99904 0.49039 0.3 -0.1 0.1
N 4.79748 -3.35692 -0.49538 0.2 0.0 0.2
S 2.36507 -2.57367 0.16519 -0.7 0.2 -0.2
H 5.92032 -3.22309 3.18478 0.0 0.0 0.0
H 6.54505 -2.72342 1.61255 0.0 0.0 0.0
H 6.01779 -4.40059 1.87846 0.0 0.0 0.0
H 3.79402 -2.75437 2.45342 -0.1 0.0 0.0
H 5.73266 -3.68198 -0.30700 0.0 0.0 -0.1
H 4.44239 -3.43841 -1.43061 -0.1 0.0 0.0
Ge 0.39372 -1.38262 -2.96311 0.3 0.0 0.0
C 1.96670 -0.76540 -3.89261 -0.6 -0.3 0.3
C 3.00264 -0.26639 -3.10365 -0.1 0.0 0.0
C 4.17989 0.14377 -3.71065 0.1 0.0 0.0
C 4.31356 0.05948 -5.09016 0.0 0.0 0.1
C 3.27937 -0.44588 -5.87182 0.0 0.0 -0.1
C 2.10250 -0.86427 -5.27715 0.0 0.0 0.0
C -0.77835 -2.88478 -3.31974 0.4 0.6 0.0
C -0.80118 -3.83858 -2.29991 0.0 0.2 -0.1
C -1.50018 -5.02012 -2.48610 0.0 -0.1 0.0
C -2.19265 -5.23637 -3.67012 0.0 0.0 0.0
C -2.17083 -4.28403 -4.68178 0.0 0.0 -0.1
C -1.45186 -3.11145 -4.51785 0.0 0.0 0.0
H 0.49463 -1.09157 -1.44270 -0.1 0.0 -0.2
H 2.88649 -0.21611 -2.02568 0.1 0.0 0.0
H 4.99397 0.52450 -3.10851 0.0 0.0 0.0
H 5.23231 0.38238 -5.56123 0.0 0.0 0.0
H 3.39552 -0.51746 -6.94501 0.0 0.0 0.0
H 1.30024 -1.26853 -5.88279 0.0 0.0 0.0
H -0.25280 -3.65991 -1.37999 0.0 0.0 -0.1
H -1.49781 -5.77684 -1.71271 0.0 0.0 0.0
H -2.74634 -6.15487 -3.81038 0.0 0.0 0.0
H -2.70630 -4.45968 -5.60492 0.0 0.0 0.0
H -1.41932 -2.38924 -5.32400 0.0 0.0 0.0

# 2
10
Properties=species:S:1:pos:R:3:forces:R:3 method="wB97M-V/def2-TZVPD" charge=0 e_above_lowest_ev=4.525 lumo_energy_ha=0.005 homo_ev=-9.40 smiles="C#CC[S@H](=O)=S"
C 0.24902 1.75931 1.48287 0.2 -0.2 -0.5
C 0.59643 0.94701 0.62754 -0.2 1.2 2.2
C 0.92414 -0.10510 -0.33993 -1.3 -2.6 3.6
O -1.33452 -1.28705 0.77024 -0.5 0.1 0.2
S -0.78256 -2.44731 -1.85608 0.0 1.1 0.6
S -0.85283 -1.00450 -0.55377 1.7 0.5 -1.0
H -0.05909 2.54982 2.25301 0.7 -1.8 -1.8
H 1.74521 -0.91915 -0.03781 -2.0 1.9 -0.7
H 1.01393 0.33981 -1.24017 0.9 1.0 -3.3
H -1.49971 0.16715 -1.10590 0.6 -1.3 0.6

# 3
79
Properties=species:S:1:pos:R:3:forces:R:3 method="wB97M-V/def2-TZVPD" charge=+2 lumo_energy_ha=-0.163 homo_ev=-12.53
Sc 0.13096 0.75676 -0.08720 0.1 -0.5 -0.3
C 2.95082 2.80116 1.31545 0.0 0.0 -0.2
C 3.37696 1.41608 0.83454 -0.1 0.3 0.0
N 2.28283 0.40809 0.74193 0.1 -0.3 0.0
C 2.02576 -0.28195 2.03670 -0.2 0.2 0.3
C 0.98736 0.45506 2.87530 0.3 0.0 -0.1
N -0.28213 0.51143 2.11874 -0.1 -0.3 0.3
C -1.27296 1.43435 2.72429 0.0 0.2 0.0
C -1.39182 2.76621 1.98047 -0.1 -0.2 -0.1
C -2.24797 2.69410 0.70941 0.1 0.1 0.3
N -1.53921 2.17081 -0.49266 -0.5 0.2 -0.1
C -1.08920 3.23888 -1.41143 0.3 0.2 0.0
C 0.11063 3.97496 -0.83453 -0.2 -0.1 0.0
N 1.10717 3.00069 -0.35662 0.0 0.1 -0.3
C 2.26892 3.66729 0.26752 0.1 -0.1 0.3
H 3.84609 3.32904 1.64853 0.0 0.0 0.0
H 2.29923 2.72011 2.18134 0.0 0.0 0.1
H 4.14458 1.03859 1.51391 0.0 -0.1 -0.1
H 3.83765 1.51038 -0.15209 0.0 -0.1 0.0
H 2.64063 -0.30863 0.11292 0.0 0.0 0.0
H 2.95038 -0.39421 2.60842 0.0 0.0 -0.1
H 1.62488 -1.27574 1.82866 0.1 -0.1 -0.1
H 1.31197 1.45917 3.13516 -0.1 0.0 0.0
H 0.84613 -0.09383 3.81057 -0.1 0.0 0.0
H -0.66349 -0.45261 2.27624 0.1 0.3 -0.2
H -1.00567 1.63193 3.76518 0.0 -0.1 0.0
H -2.24760 0.93993 2.72599 0.0 0.0 0.0
H -0.38807 3.13031 1.74425 0.0 0.1 0.1
H -1.85428 3.49114 2.65161 0.0 0.0 0.0
H -2.65027 3.68523 0.48690 0.0 0.0 -0.1
H -3.10033 2.04036 0.90193 0.0 0.0 -0.1
H -2.23519 1.62352 -1.00245 0.0 -0.1 0.0
H -1.88873 3.95733 -1.60684 -0.1 -0.1 0.0
H -0.81224 2.77483 -2.36111 -0.1 0.0 0.0
H -0.20147 4.59563 0.00678 0.1 0.0 0.0
H 0.52332 4.64543 -1.59469 0.0 0.0 0.0
H 1.46101 2.52839 -1.18741 0.1 0.1 0.0
H 1.92313 4.57819 0.75721 0.0 0.0 -0.1
H 2.99405 3.96886 -0.49530 -0.1 0.0 0.0
C 2.94213 2.15001 -3.26968 -0.1 0.0 0.1
N 1.99591 1.27780 -3.94322 0.1 0.0 0.1
C 1.04071 0.57036 -3.31974 0.0 0.2 -0.3
N 0.22389 -0.15947 -4.07789 -0.2 -0.1 0.2
O 0.91209 0.63108 -2.05972 0.0 0.1 0.1
H 3.83717 2.23931 -3.87873 0.0 0.0 0.0
H 3.22360 1.71369 -2.31238 0.0 0.0 0.0
H 2.53076 3.15141 -3.11737 0.0 0.0 0.0
H 2.05264 1.22821 -4.94625 0.0 -0.1 0.0
H 0.36144 -0.23913 -5.07101 0.0 0.0 0.0
H -0.42805 -0.80192 -3.64036 0.0 0.0 0.1
Cl -3.94543 -0.08735 -1.20165 0.0 0.2 0.1
C -2.95881 -1.24981 -2.05560 0.4 -0.1 0.0
C -3.50705 -1.82023 -3.19122 0.0 0.0 -0.1
C -2.79823 -2.78261 -3.89297 -0.1 0.0 0.0
C -1.55018 -3.17007 -3.43007 0.1 0.0 -0.1
C -1.01328 -2.58985 -2.29095 -0.1 0.1 0.0
C -1.69370 -1.60515 -1.55082 -0.3 -0.3 -0.2
C -1.12841 -1.09647 -0.29398 0.1 0.8 -0.2
H -4.49588 -1.52590 -3.51637 0.0 0.0 0.0
H -3.23403 -3.24233 -4.76873 0.0 0.0 0.0
H -0.99876 -3.94068 -3.95437 0.0 0.0 0.0
H -0.05108 -2.93161 -1.92315 0.0 0.0 0.0
H -0.43162 -1.83187 0.11562 -0.1 -0.1 0.2
H -1.93586 -0.90982 0.42092 0.1 -0.2 0.2
C -0.24389 -5.77611 0.41222 0.1 0.0 0.0
C 0.67462 -5.15621 1.47509 -0.2 -0.1 -0.1
C -0.06023 -4.15219 2.29587 -0.2 0.0 0.3
N -0.01495 -2.88060 2.12305 0.3 -0.2 -0.1
N -0.83010 -2.16323 2.95582 -0.3 0.1 0.3
C -1.49993 -2.92300 3.77984 0.2 -0.4 -0.2
N -2.35585 -2.46722 4.71226 0.0 -0.1 0.0
S -1.16437 -4.62199 3.57147 0.0 0.3 -0.1
H 0.31542 -6.47033 -0.21319 0.0 0.0 0.0
H -0.67269 -5.00240 -0.22641 0.0 0.0 0.0
H -1.06095 -6.32647 0.87859 0.0 0.0 0.0
H 1.51594 -4.65126 1.00078 0.0 0.0 0.1
H 1.06417 -5.94242 2.12298 0.1 0.0 0.0
H -2.51302 -1.48130 4.81403 0.0 0.0 0.0
H -2.87797 -3.10018 5.28967 0.0 0.0 0.0

# 4
18
Properties=species:S:1:pos:R:3:forces:R:3 method="wB97M-V/def2-TZVPD" charge=0 e_above_lowest_ev=1.008 lumo_energy_ha=0.030 homo_ev=-9.62 smiles="CC(N)=O.CC(N)=O"
C 0.87458 1.75614 0.50816 1.3 1.4 -0.9
C 0.66749 1.47576 1.96127 0.1 -0.9 0.4
O 1.27371 0.57316 2.52320 -0.5 0.1 -0.3
N -0.13559 2.30083 2.70660 -0.1 -0.7 0.3
H -0.35633 1.93695 3.62779 0.2 0.4 -0.3
H -0.51581 3.18299 2.43609 -0.1 0.0 -0.4
H 1.87073 1.39468 0.23724 0.1 0.2 0.4
H 0.89303 2.85009 0.40148 0.1 -0.1 -0.2
H 0.33391 1.39654 -0.36789 -1.1 -0.4 0.8
C -1.39955 -1.70149 -0.88085 1.1 -1.0 0.0
C -0.31739 -1.37704 -1.92015 -1.1 1.9 0.6
O -0.11252 -0.20102 -2.16447 0.5 -0.3 -0.7
N 0.36542 -2.43413 -2.40252 -0.4 -1.7 0.7
H -1.82493 -2.68854 -1.08079 0.0 0.1 0.4
H -2.18358 -0.97392 -0.71588 0.1 0.3 -0.6
H 1.16033 -2.49366 -3.00165 0.3 1.0 -0.3
H 0.20929 -3.30254 -1.90828 -0.1 0.1 -0.2
H -0.80280 -1.69480 0.04064 -0.3 -0.4 0.2

# 5
50
Properties=species:S:1:pos:R:3:forces:R:3 method="wB97M-V/def2-TZVPD" spin_multiplicity=4 charge=0 e_above_lowest_ev=0.000 s2=3.76 lumo_energy_ha="-0.055 / -0.057" homo_ev="-8.14 / -8.68"
V 1.11827 0.00900 0.34607 0.0 0.6 0.0
S -2.06777 -5.58448 4.19369 0.8 1.6 0.7
N -0.98069 -4.39622 4.72788 -1.1 -1.4 -0.1
C -0.89482 -3.50041 3.76492 0.2 -1.5 0.2
C 0.11534 -2.46014 3.69140 -1.1 -0.5 -0.3
C 0.88260 -2.08526 4.76331 1.1 1.8 1.9
C 1.69946 -0.92558 4.63519 -0.1 -1.2 -0.2
C 1.79823 -0.36665 3.33452 0.1 -0.1 1.4
N 1.10252 -0.81314 2.29488 0.5 0.1 0.2
C 0.22680 -1.81268 2.47298 0.8 0.8 0.3
C -0.59824 -2.10551 1.34456 -2.5 -0.8 -1.4
N -0.47967 -1.31424 0.23948 0.4 -1.4 1.2
C -1.20949 -1.54199 -0.82577 -1.4 0.0 0.0
C -2.20494 -2.53580 -0.88868 0.7 -0.8 0.9
C -2.30995 -3.38804 0.21147 -0.4 0.0 0.3
C -1.59999 -3.12853 1.39410 1.6 1.4 -0.2
C -1.70526 -3.84415 2.66831 -1.0 -0.1 -2.6
N -2.46274 -4.93743 2.74848 1.2 0.4 1.2
H 0.74969 -2.57402 5.76606 0.2 0.4 -1.3
H 2.30444 -0.53566 5.50460 -0.8 -0.4 -1.3
H 2.44046 0.49527 3.20439 0.0 -0.1 -0.4
H -1.08347 -0.81232 -1.59684 0.1 0.2 -0.6
H -2.83599 -2.72028 -1.75506 0.4 0.3 0.1
H -2.95897 -4.26771 0.23626 -0.1 0.5 -0.2
O 2.01926 -0.85724 -3.20735 -0.5 -0.6 -0.4
P 2.91626 -1.26122 -1.94175 -0.2 0.7 -0.1
O 3.89428 -2.30563 -2.22128 -0.4 0.2 0.0
O 1.97322 -1.37652 -0.72085 0.4 -0.4 -0.3
O 3.68215 0.19152 -1.71274 0.4 -0.2 0.3
P 2.86545 1.32043 -0.96061 1.5 0.8 -1.0
O 3.64663 2.66356 -1.36336 -0.5 -0.5 0.4
O 2.86245 1.02909 0.52958 0.1 0.3 0.3
O 1.45940 1.26508 -1.46315 -1.2 -0.1 0.1
H 1.17537 -0.37356 -3.09343 1.0 -0.2 0.5
H 3.20841 3.17394 -2.06572 0.1 -0.3 0.3
O -1.20173 0.98624 1.77360 -0.3 -0.1 0.2
N -0.29118 1.22935 0.96355 0.3 1.2 -0.4
C -1.25052 5.66042 -3.55307 -0.5 1.7 -0.8
C -1.32095 4.29630 -3.03615 0.6 -1.7 1.0
C -1.71879 3.14124 -3.72337 -0.4 0.6 -1.0
C -1.79052 1.95489 -2.99306 0.5 1.6 -1.0
N -1.43161 1.84494 -1.72721 0.3 0.0 0.9
C -0.93098 2.95471 -1.16140 -0.3 0.5 -1.8
S -0.18626 2.95810 0.42329 -0.4 -0.1 0.4
N -0.87770 4.16660 -1.77787 -0.1 -0.9 1.0
H -1.07690 6.34459 -2.72124 -0.1 -0.1 0.0
H -2.16961 5.97685 -4.08070 0.3 -0.3 0.2
H -0.43277 5.85187 -4.25067 0.1 -0.4 -0.1
H -1.98012 3.19952 -4.82294 0.2 -0.2 1.5
H -2.08903 1.11092 -3.56828 -0.4 -1.0 0.2

# 6
11
Properties=species:S:1:pos:R:3:forces:R:3 method="wB97M-V/def2-TZVPD" charge=0 e_above_lowest_ev=4.738 lumo_energy_ha=0.028 homo_ev=-9.00
C -0.31987 0.97174 0.01558 -0.5 -7.0 6.6
C 0.63142 -0.13481 -0.46786 3.0 0.5 -2.2
C 2.06872 0.32462 -0.12103 0.3 1.6 0.4
H -3.03388 0.16403 0.74173 2.8 -0.2 -1.4
H -0.66666 1.89680 -0.23280 0.3 2.5 -1.5
H 0.02294 0.81411 1.24762 -1.1 1.5 -3.4
H 0.37360 -0.95734 -1.32355 0.6 2.8 1.7
H 2.93182 0.27658 -0.84698 -1.0 -0.3 1.0
H 2.13848 1.18056 0.74954 0.0 -1.7 -2.7
O 1.51680 -0.80486 0.46572 -1.2 -0.1 0.3
S -1.76140 -0.24407 -0.03884 -3.2 0.5 1.2

# 7
17
Properties=species:S:1:pos:R:3:forces:R:3 method="wB97M-V/def2-TZVPD" charge=0 e_above_lowest_ev=1.512 lumo_energy_ha=0.013 homo_ev=-9.44
C 2.56865 -0.42198 -0.89698 0.0 0.1 0.0
C 1.89705 -1.03100 0.06387 0.3 -0.3 0.0
C -1.57949 2.09733 -0.25391 0.2 -3.2 2.2
C 0.79490 -0.38835 0.81665 -0.9 0.0 -0.4
C -1.98067 0.28067 0.65862 1.2 2.8 -1.9
O -0.63024 2.69177 0.06879 -0.2 0.3 -0.2
O -1.08004 -2.13314 0.04472 0.2 -0.3 0.2
O -0.60318 -0.23465 -1.46239 0.2 0.2 -0.2
S -0.73299 -0.75333 -0.12875 -0.2 0.4 0.6
Br -3.66723 -0.23600 0.03816 -0.6 -0.1 -0.1
H 3.32487 -0.92905 -1.47010 0.1 -0.2 -0.1
H 2.37878 0.60817 -1.15419 -0.1 0.2 0.0
H 2.07207 -2.07407 0.28901 0.1 -0.1 0.0
H -2.35435 2.25022 -0.99704 -0.4 0.1 -0.4
H 0.87189 0.69538 0.84477 0.0 0.1 0.0
H 0.64851 -0.80875 1.80759 0.0 0.0 0.1
H -1.92853 0.38677 1.73120 0.1 -0.1 0.2

# 8
14
Properties=species:S:1:pos:R:3:forces:R:3 method="wB97M-V/def2-TZVPD" charge=+1 e_above_lowest_ev=6.773 lumo_energy_ha="-0.271 / -0.271" homo_ev="-14.26 / -14.26"
C -2.22332 0.18186 0.26443 -1.2 -0.4 0.3
C -1.18629 -0.59152 0.02986 3.5 2.9 -0.3
C -0.57268 -1.82904 -0.20477 -3.5 -1.1 -1.8
C 1.54173 1.14077 0.55580 -0.8 -0.2 1.0
C 0.66503 0.88418 -0.58391 -0.8 -2.3 0.1
N -3.11745 0.89865 0.48471 -0.3 0.5 0.1
H -1.38536 -2.61727 -0.30877 1.3 0.4 -0.4
H 0.02332 -2.14302 0.57984 1.6 -0.4 1.9
H 0.06003 -1.56669 -1.05605 0.1 -1.2 -0.2
H 2.01671 0.27979 1.06875 0.0 0.5 -0.8
H 0.91326 1.66324 1.32093 0.9 0.1 -0.6
H 2.26889 1.83928 0.07425 0.0 -0.2 0.7
H 0.90177 0.12388 -1.36636 -0.1 0.9 0.7
H 0.09435 1.73587 -0.85869 -0.7 0.4 -0.6